The following is a DFT calculation (ωB97M-V/def2-TZVPD) of a cluster of 2 separate species, C6H18N8 in total.

XYZ file:
```
32
Properties=species:S:1:pos:R:3
C 0.712 0.058 0.649
C 1.961 0.688 0.097
C 1.150 -1.504 0.640
C -1.469 -0.729 0.159
C 1.848 2.164 -0.162
C 4.304 0.157 -0.406
N -0.523 0.426 -0.044
N 2.577 -1.381 0.243
N 0.434 -2.143 -0.482
N -2.713 -0.646 -0.512
N -4.928 0.548 0.611
N 2.896 -0.143 -0.107
N -5.785 1.319 0.107
N -0.909 -2.030 -0.256
H 0.551 0.348 1.633
H -3.368 0.074 -0.038
H 1.065 -1.962 1.712
H -1.739 -0.670 1.287
H 1.514 2.337 -1.168
H 2.759 2.624 0.120
H 1.047 2.703 0.293
H 4.914 -0.757 -0.545
H 4.369 0.794 -1.273
H 4.733 0.661 0.443
H -0.576 0.669 -0.996
H 3.011 -2.154 -0.306
H 0.626 -3.177 -0.484
H -2.772 -0.495 -1.481
H -5.203 -0.422 0.586
H -6.829 1.151 -0.095
H -5.438 2.303 0.009
H -1.564 -2.257 -1.085
```

## Properties
- energy above the lowest of the compared OMol25 structures with the same formula, charge and spin (kJ/mol) = 34.0
- LUMO level (alpha / beta) (eV) = -9.91 / -9.91
- HOMO-LUMO gap (alpha / beta) (eV) = 3.7 / 3.7
- net charge = +2